[1]
Here is a structure of composition C20H12Co2N2O8 from OMol25. Energies are from ωB97M-V with the def2-TZVPD basis set.

The geometry in XYZ format:
```
44
C20H12Co2N2O8 (ωB97M-V with the def2-TZVPD basis set)
Co -0.365 -0.771 0.800
Co 1.325 -1.397 -0.792
O -1.168 2.157 1.516
O 2.758 1.797 -0.646
O 0.778 -0.603 3.470
O 1.426 -4.028 -2.038
O 2.021 2.347 -2.709
O -3.057 0.400 0.767
O 2.960 -1.828 1.571
O 3.766 -0.456 -2.086
N 0.904 2.177 0.437
N 0.793 2.568 2.685
C 2.193 1.930 0.556
C 2.154 2.415 2.795
C 2.117 -1.624 0.791
C 1.751 1.892 -1.626
C 0.289 0.080 -0.752
C 1.371 -2.975 -1.537
C -3.568 -3.114 -1.359
C -2.427 -2.499 -0.849
C -3.846 -3.056 -2.728
C 0.398 -0.661 2.371
C -1.925 0.158 0.897
C 2.908 1.965 1.763
C -2.959 -2.380 -3.581
C 2.755 -0.680 -1.566
C -0.386 -1.117 -1.112
C 0.355 1.518 -1.084
C -1.816 -1.754 -3.074
C 0.087 2.240 1.535
C 0.015 2.945 3.870
C -1.561 -1.768 -1.688
H -0.223 1.563 -2.070
H -4.244 -3.625 -0.671
H -2.200 -2.573 0.225
H -0.821 3.631 3.623
H -0.389 2.048 4.395
H -4.742 -3.529 -3.124
H 2.528 2.682 3.798
H 0.740 3.453 4.534
H -3.160 -2.326 -4.648
H -1.117 -1.233 -3.732
H 3.977 1.800 1.762
H -0.392 2.229 -0.691
```

* orbital gap: 3.0 eV
* HOMO energy: 2.11 eV
* largest force on an atom: 0.156 hartree/bohr
* total charge: -2
* relative energy (zero: lowest compared OMol25 entry of this formula, charge and spin): 8.934 eV

Löwdin population analysis, charges in e, atoms 1 to 6: 0.105, 0.062, -0.026, 0.080, -0.016, 0.066



[2]
Here is a structure of composition C34H41N7O4STl from OMol25. Energies are from ωB97M-V with the def2-TZVPD basis set.

The geometry in XYZ format:
```
88
C34H41N7O4STl (ωB97M-V with the def2-TZVPD basis set)
Tl 0.073 0.564 0.905
S 0.036 -1.426 4.240
O -4.743 0.637 -4.775
O -2.214 0.407 1.872
O -4.433 0.581 1.638
O -6.124 -0.061 -3.121
N 3.363 1.375 2.250
N -1.117 -2.935 2.371
N -1.931 1.285 -0.728
N 1.746 0.932 -2.104
N 2.485 2.766 -0.147
N 1.137 -2.579 2.138
N 0.053 3.215 1.800
C -0.005 -2.357 2.853
C -3.119 0.838 -0.305
C 1.263 0.033 -2.964
C -5.078 0.417 -3.591
C 5.261 0.508 1.110
C 3.795 2.154 -0.053
C 4.129 1.319 1.166
C -3.994 0.793 -2.542
C -3.985 -2.571 0.799
C -3.283 0.599 1.199
C -1.802 1.578 -2.025
C 4.785 -0.210 3.335
C 0.168 5.246 0.566
C 5.590 -0.267 2.208
C 1.807 2.199 -2.491
C 2.283 3.244 -1.501
C 1.131 -3.283 -0.247
C -3.518 -3.343 2.038
C 1.342 -3.681 1.216
C 1.425 2.607 -3.768
C -4.169 0.586 -1.181
C -1.185 5.474 0.784
C 0.837 0.347 -4.240
C -1.899 4.575 1.549
C -2.789 1.343 -2.959
C 2.226 3.812 0.852
C 0.928 1.670 -4.653
C -2.460 -2.624 2.873
C 3.685 0.632 3.306
C -2.871 -2.206 -0.180
C 0.757 4.098 1.077
C -1.231 3.463 2.046
C 1.497 -4.394 -1.231
C 0.595 -5.623 -1.116
H -2.957 4.699 1.734
H -1.669 6.344 0.356
H 2.638 3.460 1.792
H 3.208 3.692 -1.904
H -2.506 -2.943 3.915
H -0.453 -5.340 -1.238
H -2.141 -1.537 0.284
H 0.432 -0.415 -4.891
H -5.115 0.213 -0.814
H 0.085 -2.998 -0.407
H 1.424 -3.996 -2.246
H 4.593 2.916 -0.160
H -0.854 2.015 -2.312
H -3.282 -1.680 -1.043
H -3.141 -4.330 1.741
H 0.758 5.962 0.005
H 0.835 -6.359 -1.885
H 0.701 -6.111 -0.146
H 1.199 -0.987 -2.595
H 1.541 4.044 -1.480
H 5.877 0.492 0.219
H -4.483 -1.654 1.123
H 3.883 1.491 -0.916
H 6.459 -0.912 2.180
H 2.541 -4.686 -1.078
H -2.648 1.547 -4.012
H 3.021 0.712 4.159
H -4.388 -3.516 2.674
H -2.612 -1.542 2.852
H -2.351 -3.100 -0.548
H 4.990 -0.810 4.212
H -4.731 -3.173 0.275
H 0.593 1.965 -5.639
H 2.366 -4.043 1.339
H 1.489 3.655 -4.040
H -1.745 2.722 2.647
H 0.675 -4.501 1.492
H 2.725 4.752 0.567
H 1.944 -2.150 2.556
H -1.086 -3.241 1.410
H 1.733 -2.392 -0.445
```

* orbital gap: 6.9 eV
* HOMO energy: -4.95 eV
* largest force on an atom: 0.007 hartree/bohr
* total charge: -1
* relative energy (zero: lowest compared OMol25 entry of this formula, charge and spin): 0.404 eV

Löwdin population analysis, charges in e, atoms 1 to 6: 0.815, 0.585, -0.069, -0.253, 0.016, -0.046



[3]
Here is a cluster of 3 separate species, C30H49F13N5O3 in total from OMol25. Energies are from ωB97M-V with the def2-TZVPD basis set.

The geometry in XYZ format:
```
100
C30H49F13N5O3 (ωB97M-V with the def2-TZVPD basis set)
F 1.362 -0.105 0.694
F 1.946 2.478 -1.600
F 3.214 0.583 -0.188
F -0.569 3.083 0.216
F 0.398 -0.774 -1.744
F -0.845 1.003 -0.241
F 2.261 -1.713 -1.166
F 0.303 4.622 -1.638
F -0.368 1.575 -2.925
F -1.432 4.596 -2.900
F -2.081 2.445 -1.941
F 1.766 2.531 0.560
F 0.423 3.807 -3.619
O 6.056 1.995 -1.536
O -1.519 -4.462 -2.559
O -2.023 1.417 5.819
N 4.435 -2.460 -3.930
N -2.789 -4.494 -2.332
N 4.688 -3.189 -1.790
N 4.644 -0.840 -2.217
N -0.944 2.121 5.775
C 7.586 1.548 -1.424
C 4.588 -2.139 -2.673
C -0.357 3.936 -2.556
C -2.158 -2.921 -0.546
C 1.884 0.449 -0.399
C -1.029 3.292 6.708
C 6.263 0.728 -1.195
C 1.339 1.901 -0.540
C -3.738 -3.646 -4.471
C -3.220 -3.279 -1.574
C -0.807 1.122 3.524
C -0.539 2.368 4.360
C -0.751 2.500 -2.031
C -1.317 3.546 3.771
C -1.800 4.443 6.061
C -3.543 -4.868 -3.572
C -3.424 -2.097 -2.524
C 3.799 0.112 -2.994
C -1.297 4.788 4.659
C -4.501 -3.543 -0.766
C 2.302 -0.169 -2.929
C -0.213 2.113 -0.626
C -4.913 -5.489 -3.234
C -4.302 -2.435 -3.728
C 0.975 2.616 4.244
C 6.071 -0.366 -2.243
C 1.706 -0.529 -1.585
C -1.732 2.854 7.986
C -2.767 -5.942 -4.322
C 0.371 3.777 7.133
H 4.349 -2.892 -0.878
H 1.343 3.433 4.856
H -4.823 -2.620 -0.285
H -5.276 -6.057 -4.089
H 0.848 4.426 6.402
H 6.752 -1.176 -2.000
H 1.793 0.700 -3.331
H -2.776 -3.371 -4.917
H -2.771 2.588 7.813
H -3.856 -1.265 -1.964
H -0.913 3.782 2.785
H -1.229 1.998 8.438
H -2.528 -2.112 0.084
H -5.341 -3.893 -1.358
H -4.833 -6.173 -2.388
H 7.981 2.561 -1.449
H 4.007 1.106 -2.618
H 4.644 -1.821 -4.683
H -1.937 5.559 4.225
H -4.339 -1.581 -4.406
H -2.860 4.179 6.001
H -2.358 3.245 3.616
H 5.658 -3.480 -1.678
H 1.032 2.933 7.335
H -1.235 -2.586 -1.014
H -0.291 5.213 4.701
H 1.224 2.862 3.211
H -3.359 -6.276 -5.173
H -5.682 -4.753 -3.015
H -2.447 -1.757 -2.886
H 6.003 0.487 -0.161
H -1.926 -3.771 0.096
H 7.797 1.465 -0.323
H -1.870 0.918 3.416
H -1.817 -5.573 -4.702
H 0.291 4.364 8.046
H 6.322 0.095 -3.199
H -0.334 0.245 3.966
H -4.315 -4.283 0.012
H 2.028 -0.990 -3.589
H -2.570 -6.803 -3.682
H -0.386 1.273 2.529
H -1.732 5.316 6.713
H -4.397 -3.924 -5.296
H 4.136 -3.392 -4.183
H 1.529 1.719 4.523
H -5.330 -2.621 -3.410
H -1.713 3.679 8.698
H 4.108 0.135 -4.040
```

* orbital gap (spin up / spin down): 5.6 / 6.6 eV
* HOMO energy (spin up / spin down): -9.60 / -10.61 eV
* largest force on an atom: 0.066 hartree/bohr
* expectation value of S²: 2.01
* total charge: +1
* spin multiplicity: 3

Löwdin population analysis, charges in e, atoms 1 to 6: 0.183, 0.155, 0.148, 0.172, 0.140, 0.171